Entry 1:
The following is a DFT calculation (ωB97M-V/def2-TZVPD) of a molecular structure, C38H38BiCl5N3P2S2.

Geometry as XYZ:
```
89
Properties=species:S:1:pos:R:3:forces:R:3
Bi 0.185967 0.440855 0.287983 -0.31 0.03 -0.03
C -5.303137 -0.042719 -0.465470 -0.06 0.01 -0.02
C -3.883497 0.459700 -0.712151 -0.04 0.09 -0.08
C -3.402549 0.048059 -2.101993 -0.01 -0.03 0.00
P -2.627918 -0.067748 0.530659 0.31 -0.11 0.03
C -3.228331 0.531026 2.177119 -0.01 0.10 0.07
C -4.231692 -0.292645 2.977280 -0.03 -0.03 0.02
C -3.689431 1.984445 2.021837 -0.04 -0.01 0.01
C -2.596816 -1.875877 0.378343 0.02 -0.01 -0.01
C -3.636317 -2.680439 0.842531 -0.08 0.03 0.03
C -3.698459 -4.038605 0.586078 0.05 0.02 -0.01
C -2.705127 -4.596344 -0.211021 0.01 0.00 -0.01
C -1.662757 -3.832370 -0.691164 -0.03 0.04 0.03
C -1.533400 -2.456377 -0.381954 0.06 0.16 -0.10
N -0.528895 -1.656532 -0.855632 0.05 -0.06 0.25
C 0.620965 -2.158476 -1.468164 -0.04 -0.06 0.02
C 1.286031 -3.321115 -1.040721 0.01 0.05 0.01
C 2.468460 -3.732312 -1.621297 0.02 -0.05 0.05
C 3.054116 -2.990913 -2.640285 -0.04 0.02 0.01
C 2.428278 -1.829700 -3.054434 0.02 0.03 -0.03
C 1.223640 -1.398425 -2.496828 0.09 -0.01 -0.07
P 0.389623 0.132975 -3.047929 -0.12 0.09 0.24
C 1.786203 1.248095 -3.513043 0.02 -0.01 -0.22
C 2.628514 1.601187 -2.291438 0.01 0.08 0.07
C 1.192368 2.517177 -4.131672 0.02 0.06 0.00
C -0.332817 -0.371781 -4.689555 -0.06 -0.11 -0.03
C 0.644737 -0.515983 -5.849439 0.01 -0.03 -0.06
C -1.108123 -1.677469 -4.494183 0.00 -0.04 -0.02
H -5.947783 0.271501 -1.291203 -0.01 0.03 0.01
H -5.335432 -1.132320 -0.426278 0.02 0.00 -0.01
H -5.732100 0.349769 0.457222 0.02 -0.02 -0.01
H -3.876469 1.551541 -0.659674 0.00 0.02 0.00
H -3.445621 -1.038131 -2.212103 -0.01 -0.01 0.01
H -4.046684 0.493683 -2.864276 -0.01 -0.02 -0.01
H -2.373273 0.359918 -2.285496 0.02 0.02 -0.01
H -2.307158 0.557643 2.764175 -0.04 0.01 0.00
H -5.173327 -0.444226 2.446197 0.01 0.02 0.01
H -3.823021 -1.266475 3.243287 0.01 0.00 0.00
H -4.460827 0.236857 3.905872 0.01 0.00 0.01
H -4.639233 2.057637 1.489164 -0.01 -0.01 0.00
H -3.831733 2.423155 3.011510 0.01 0.01 0.00
H -2.952934 2.589742 1.491159 0.03 0.00 -0.02
H -4.436608 -2.229565 1.411630 0.02 -0.02 -0.02
H -4.510938 -4.637129 0.974280 -0.01 -0.01 0.00
H -2.743808 -5.648136 -0.469430 0.00 -0.01 0.00
H -0.930838 -4.293525 -1.335254 0.03 -0.03 -0.03
H 0.884420 -3.877233 -0.204576 -0.02 -0.02 0.02
H 2.956436 -4.626340 -1.249563 0.00 0.00 0.00
H 3.989430 -3.302836 -3.085700 0.01 0.00 0.00
H 2.896341 -1.232853 -3.828325 0.01 0.00 0.00
H 2.427458 0.763709 -4.256699 0.00 0.02 0.03
H 2.033314 2.170626 -1.568742 -0.02 -0.01 0.00
H 3.030511 0.724541 -1.781094 0.00 -0.03 -0.03
H 3.464128 2.242377 -2.583170 0.03 -0.01 0.01
H 0.672354 3.101684 -3.370307 -0.01 0.00 0.02
H 1.978782 3.143852 -4.559316 0.02 0.01 0.03
H 0.470616 2.307028 -4.922585 0.02 -0.04 -0.05
H -1.057416 0.417083 -4.921218 0.04 0.01 -0.03
H 1.404505 -1.268355 -5.626021 -0.01 0.00 0.01
H 0.111562 -0.850073 -6.744351 0.00 0.00 -0.01
H 1.151532 0.417283 -6.096492 0.00 0.01 0.01
H -0.415951 -2.515160 -4.386001 0.00 0.01 0.00
H -1.733887 -1.660561 -3.602235 -0.02 0.03 0.03
H -1.746288 -1.872865 -5.359282 0.00 -0.01 -0.01
S -0.138789 -0.733100 2.581465 0.02 0.03 -0.17
C 0.986524 -2.057843 2.319540 -0.02 -0.04 0.05
C 0.595030 -3.322734 2.751444 -0.01 0.07 -0.01
C 1.450438 -4.412092 2.669555 -0.10 -0.20 0.08
C 1.007500 -5.704830 3.119651 0.10 0.20 -0.05
N 0.646624 -6.731970 3.489074 -0.03 -0.05 0.01
C 2.733307 -4.225453 2.139349 0.17 -0.19 -0.06
C 3.114827 -2.978177 1.679338 0.00 0.07 -0.06
C 2.257775 -1.873125 1.731574 0.01 0.05 -0.04
S 2.776299 -0.363066 1.035445 -0.09 -0.04 -0.01
C 3.655044 -5.326579 2.016296 -0.12 0.16 0.05
N 4.408585 -6.187706 1.907333 0.02 -0.04 -0.02
H -0.399747 -3.459492 3.153885 -0.01 0.01 -0.01
H 4.090438 -2.854810 1.229757 0.01 0.00 0.01
Cl -1.470998 3.090863 -1.257968 0.02 0.01 0.08
C -0.632970 3.771312 0.134696 -0.08 -0.07 -0.20
C -0.099100 2.900259 1.060353 0.22 -0.19 0.17
C 0.587787 3.495174 2.110300 0.00 -0.03 0.17
Cl 1.299197 2.478661 3.332836 -0.02 0.07 -0.07
C 0.731995 4.875858 2.241191 -0.03 0.02 0.01
Cl 1.602539 5.567514 3.563890 -0.03 -0.03 -0.03
C 0.160614 5.713192 1.283789 0.03 0.01 0.03
Cl 0.318006 7.426138 1.422024 -0.01 -0.03 -0.01
C -0.532756 5.157672 0.214331 -0.05 0.07 -0.03
Cl -1.240457 6.186436 -0.982099 0.01 -0.04 0.03
```
Positions in Å, forces in eV/Å.

Output
lowest unoccupied orbital energy	2.1233	eV
charge	-1
E_HOMO	-4.63	eV
gap between HOMO and LUMO	6.75	eV
E	-5629.88644	Ha
ΔE to the lowest compared entry with this formula, charge and spin	0.0000	eV

***

Entry 2:
The following is a DFT calculation (ωB97M-V/def2-TZVPD) of 2 unconnected molecules or ions with the total composition C2H3I2NO in a non-equilibrium geometry.

Geometry as XYZ:
```
9
Properties=species:S:1:pos:R:3:forces:R:3
C -1.315522 1.156241 -0.149050 1.79 -1.94 0.08
C 1.083444 -0.603729 -0.454209 -3.36 3.90 0.53
N -0.174447 -0.073111 -0.123008 1.45 -1.53 -0.25
O -2.330040 0.892798 0.367433 0.72 0.25 -0.41
I 2.475985 0.546312 -1.433254 -0.41 -0.38 0.17
I 3.297877 -2.295873 1.500650 -0.42 0.31 -0.25
H -0.907989 2.015479 -0.656613 -0.05 0.40 -0.14
H 1.417193 -1.513151 0.034190 0.26 -0.96 0.14
H -0.686870 -0.786905 0.391577 0.02 -0.06 0.12
```
Positions in Å, forces in eV/Å.

Output
lowest unoccupied orbital energy	-2.4012	eV
E_HOMO	-7.46	eV
gap between HOMO and LUMO	5.06	eV
E	-803.28145	Ha
ΔE to the lowest compared entry with this formula, charge and spin	2.9710	eV

***

Entry 3:
The following is a DFT calculation (ωB97M-V/def2-TZVPD) of 2 unconnected molecules or ions with the total composition C4H12OS2 in a non-equilibrium geometry.

Geometry as XYZ:
```
19
Properties=species:S:1:pos:R:3:forces:R:3
C -1.390065 -1.687953 -1.179391 -2.14 1.08 0.40
C -0.646773 -0.594354 -1.990402 -0.77 -0.95 -0.19
C 0.701747 -0.347008 -1.351008 0.66 -1.58 0.20
S 0.457662 0.054720 0.361019 0.00 0.47 1.42
S -0.666506 1.793017 0.389501 0.99 -0.65 0.10
C 0.668862 2.917551 -0.068030 -1.46 1.72 1.47
H -0.686952 -2.457748 -1.020134 0.62 -1.03 1.00
H -2.229904 -2.162322 -1.647570 -0.13 -0.31 -1.67
H -2.074069 -1.402014 -0.304655 2.14 0.18 -0.38
H -1.177594 0.342546 -1.898396 -0.35 0.26 -0.48
H -0.611335 -0.943890 -3.053897 0.23 0.58 0.78
H 1.342706 0.403825 -1.796353 -0.04 0.04 -0.42
H 1.308293 -1.315027 -1.215547 -0.71 1.24 -0.52
H 0.279295 3.930073 0.157194 0.38 -0.29 0.91
H 0.624611 3.070244 -1.082432 0.67 -0.57 -2.79
H 1.658277 2.753414 0.335538 -0.10 -0.25 0.18
O 0.909436 -3.325293 2.829538 -0.19 -0.46 -1.71
H 0.310282 -2.910824 2.172078 0.29 0.06 0.82
H 1.319782 -3.999147 2.242541 -0.11 0.44 0.87
```
Positions in Å, forces in eV/Å.

Output
lowest unoccupied orbital energy	0.6031	eV
E_HOMO	-8.72	eV
SMILES	CCCSSC.O
gap between HOMO and LUMO	9.32	eV
E	-1031.17583	Ha
ΔE to the lowest compared entry with this formula, charge and spin	1.1423	eV

***

Entry 4:
The following is a DFT calculation (ωB97M-V/def2-TZVPD) of a molecular structure, C4H6N2P4 in a non-equilibrium geometry.

Geometry as XYZ:
```
16
Properties=species:S:1:pos:R:3:forces:R:3
C -3.352591 0.150113 -0.915865 -0.71 0.53 0.76
C -2.102927 0.188031 -1.614486 1.01 0.63 -0.23
C 1.990786 0.838495 0.585729 0.27 0.68 -0.12
C 1.097248 -0.035955 1.288538 -1.21 0.85 0.26
N -3.520372 1.131871 -0.083799 -0.88 -0.77 0.21
N -1.350696 1.201372 -1.307521 0.57 -0.60 -0.53
P 2.118640 2.698242 1.132194 -0.63 -0.21 -0.16
P 0.227568 3.418715 1.328970 0.69 0.16 -0.06
P -1.179763 1.863653 1.614780 0.90 -1.03 0.27
P -2.229283 2.183623 -0.251493 0.05 0.52 -0.26
H -4.102978 -0.618074 -1.030575 -0.11 -0.13 -0.06
H -1.768342 -0.549179 -2.327005 0.00 -0.18 -0.18
H 3.035954 0.560868 0.771018 0.03 -0.07 -0.04
H 1.800248 0.872852 -0.489040 0.08 -0.02 0.07
H 0.382770 -0.642143 0.767784 -0.12 -0.24 -0.16
H 1.236141 -0.218716 2.338545 0.03 -0.10 0.23
```
Positions in Å, forces in eV/Å.

Output
lowest unoccupied orbital energy (spin up / spin down)	-1.1004 / -1.6280	eV
E_HOMO (spin up / spin down)	-8.05 / -8.12	eV
gap between HOMO and LUMO (spin up / spin down)	6.95 / 6.49	eV
E	-1630.83343	Ha
ΔE to the lowest compared entry with this formula, charge and spin	1.0356	eV

***

Entry 5:
The following is a DFT calculation (ωB97M-V/def2-TZVPD) of 2 unconnected molecules or ions with the total composition C2H3FO2 in a non-equilibrium geometry.

Geometry as XYZ:
```
8
Properties=species:S:1:pos:R:3:forces:R:3
C 0.574554 1.142408 -2.164716 1.80 -2.50 -2.72
C -0.122189 0.185231 -0.012937 2.36 -0.37 2.56
O 0.942324 1.434279 -3.194364 0.28 0.59 -0.41
O -0.001409 1.145900 -1.141585 -2.38 1.09 3.49
F 1.339472 -1.145236 -2.185024 -0.82 1.77 0.69
H 0.254749 0.673766 1.026375 -0.28 -0.72 -3.02
H 0.501344 -0.637035 -0.428603 -0.27 -0.04 0.48
H -1.132173 -0.069921 0.248368 -0.70 0.17 -1.07
```
Positions in Å, forces in eV/Å.

Output
lowest unoccupied orbital energy	-0.0438	eV
E_HOMO	-9.54	eV
gap between HOMO and LUMO	9.50	eV
E	-328.22544	Ha
ΔE to the lowest compared entry with this formula, charge and spin	3.5265	eV

***

Entry 6:
The following is a DFT calculation (ωB97M-V/def2-TZVPD) of a gas-phase ion, C4H8N3S (charge +1) in a non-equilibrium geometry.

Geometry as XYZ:
```
16
Properties=species:S:1:pos:R:3:forces:R:3
C -1.699956 -0.015850 2.230969 1.10 -2.51 -3.22
C 0.528486 0.564623 -0.877412 -1.13 -0.21 0.33
C -0.410164 -0.337948 1.524971 -0.81 -0.63 -0.86
C 1.586501 0.094401 -1.872709 -1.47 1.40 1.73
N 1.193773 0.837452 0.438728 1.97 0.66 -1.46
N 0.785342 0.317371 1.422621 -1.44 -0.22 1.68
N -0.556250 -0.368293 -0.598508 1.40 -3.31 -0.79
S -0.969514 -1.704921 2.343814 0.38 0.26 0.54
H -1.675348 0.676442 2.968496 0.00 1.72 2.54
H -2.550994 -0.106571 1.585974 -0.43 0.60 -0.07
H 0.289146 1.576744 -1.177008 -1.03 0.14 -0.03
H 1.900423 -0.836218 -1.494721 1.17 -1.17 -0.13
H 2.261291 0.928114 -1.805755 1.12 -0.27 -0.38
H 1.111459 0.070454 -2.817346 -0.17 -0.31 -1.10
H -1.524483 -0.318281 -0.883214 -0.03 1.11 -0.14
H -0.269712 -1.377518 -0.988899 -0.61 2.74 1.38
```
Positions in Å, forces in eV/Å.

Output
lowest unoccupied orbital energy	-4.7009	eV
charge	+1
E_HOMO	-14.34	eV
gap between HOMO and LUMO	9.64	eV
E	-719.28295	Ha
ΔE to the lowest compared entry with this formula, charge and spin	4.5686	eV